ORCA calculation (the ωB97M-V functional and the def2-TZVPD basis) on a structure of composition C47H53F6N8O8P2RbS3 in a non-equilibrium geometry.

XYZ file:
```
128
Properties=species:S:1:pos:R:3
Rb 0.07856 0.07701 1.20760
N 1.04784 5.96762 -2.23165
C -0.31274 6.18397 -2.18731
C -0.86924 4.94380 -2.12085
N 0.11427 3.97440 -2.11545
C 1.24898 4.62155 -2.19265
C 2.56734 3.98249 -2.29512
N 2.78437 2.69615 -2.19540
C 4.13199 2.52775 -2.43657
C 4.72998 3.72693 -2.67095
N 3.71840 4.65627 -2.57462
H 1.74384 6.69049 -2.25686
H -0.74015 7.17296 -2.20626
H -1.91763 4.68535 -2.06918
H 4.58956 1.55013 -2.42031
H 5.74910 4.00090 -2.88728
H 3.82439 5.64107 -2.73510
C 2.18342 -0.08405 -3.47591
C 1.00130 0.45806 -4.28418
C 0.03738 -0.64800 -4.71004
C 0.29775 1.60930 -3.52593
C -0.19554 2.72020 -4.46300
O -1.61430 2.78731 -4.23546
C -1.88136 1.88237 -3.24466
N -0.92338 1.19525 -2.79124
C -3.32260 1.91516 -2.84441
C -4.18834 2.50974 -3.77500
C -5.53094 2.68568 -3.50771
C -6.03156 2.30444 -2.27244
C -5.18317 1.73294 -1.34344
C -3.83071 1.49430 -1.60544
P -2.80241 0.76813 -0.22154
C -4.00593 -0.36451 0.60665
C -5.01447 -1.07137 -0.04572
C -5.80064 -1.99048 0.63990
C -5.59166 -2.22447 1.99411
C -4.58494 -1.53361 2.65711
C -3.79890 -0.62015 1.96236
C -2.97935 2.29448 0.83049
C -3.95279 2.57629 1.78785
C -3.95136 3.79603 2.45546
C -2.98724 4.75689 2.16972
C -2.01826 4.48857 1.21372
C -2.01353 3.26322 0.56260
H 2.54059 -1.03810 -3.87293
H 1.90142 -0.24941 -2.43949
H 3.01675 0.62547 -3.49063
H 1.40602 0.90773 -5.19521
H -0.36823 -1.16939 -3.83902
H 0.55134 -1.37411 -5.34651
H -0.81044 -0.24360 -5.27519
H 0.99280 2.01580 -2.79381
H -0.02645 2.49544 -5.51556
H 0.23179 3.69335 -4.22728
H -3.78252 2.84112 -4.71831
H -6.17739 3.13650 -4.25100
H -7.07533 2.45905 -2.02684
H -5.58536 1.46069 -0.37664
H -5.18980 -0.90973 -1.10358
H -6.58386 -2.52377 0.11290
H -6.21173 -2.93497 2.52815
H -4.40291 -1.69413 3.71499
H -3.02863 -0.09066 2.50793
H -4.71653 1.84612 2.03202
H -4.70614 3.99340 3.20904
H -2.98469 5.70132 2.70235
H -1.25879 5.22613 0.98048
H -1.23767 3.04735 -0.17038
F -1.09297 -0.95120 6.63680
C -0.74401 -1.82474 5.70696
F -1.83086 -2.32026 5.12211
F -0.08330 -2.82275 6.28707
S 0.41491 -1.05539 4.43320
O -0.19814 -1.36178 3.13971
O 1.68593 -1.63260 4.72319
N 0.39923 0.51027 4.71265
S -0.91724 1.22071 4.15951
O -2.13224 0.51525 4.48144
O -0.77551 1.69235 2.79723
C -0.95778 2.74638 5.17391
F -0.04451 3.60805 4.72995
F -0.71708 2.46115 6.44607
F -2.16486 3.27197 5.05583
O 0.32820 -2.39864 -1.03473
H -0.55265 -2.05843 -1.28126
H 0.75052 -1.77201 -0.44007
O -2.39463 -2.12262 -1.34100
H -2.33009 -2.60468 -0.49319
H -3.05227 -2.58805 -1.86601
O -1.84809 -3.08123 1.30466
H -2.53767 -2.77930 1.91093
H -1.02035 -2.87985 1.76390
C 3.90220 1.77235 0.90950
P 2.54983 2.02047 2.12219
C 1.65734 3.41010 1.30086
C 3.42469 2.91970 3.46517
C 3.14565 2.58984 4.79134
C 3.77505 3.25622 5.83785
C 4.69884 4.25391 5.57050
C 4.98957 4.59039 4.25148
C 4.35561 3.92876 3.20928
H 4.36493 2.70501 0.58435
H 3.48564 1.27673 0.03212
H 4.65929 1.11744 1.34281
H 2.30122 4.28708 1.19540
H 0.77605 3.67264 1.88809
H 1.32873 3.08858 0.30754
H 2.43567 1.79996 5.00408
H 3.53706 2.99484 6.86220
H 5.19987 4.76462 6.38401
H 5.70653 5.37415 4.03574
H 4.59324 4.20653 2.18633
N 1.96637 -4.57762 -0.43973
C 2.89163 -3.92935 0.31299
N 2.68374 -2.81684 0.94596
C 3.82350 -2.46742 1.68112
C 3.92538 -1.36613 2.52012
C 5.10787 -1.12910 3.20163
C 6.20284 -1.98182 3.05367
C 6.11554 -3.09594 2.22964
C 4.92070 -3.32436 1.55815
S 4.49146 -4.63971 0.50243
H 1.17589 -4.01795 -0.74062
H 2.27366 -5.32151 -1.03825
H 3.06614 -0.72658 2.65826
H 5.17459 -0.27692 3.86988
H 7.12023 -1.78493 3.59455
H 6.95650 -3.77006 2.11785
```

The value obtained for the highest occupied orbital energy is -7.83 eV. Its maximum force is 0.054 hartree/bohr. The total charge is 0. The value obtained for the gap between HOMO and LUMO is 7.61 eV.

Results of the Mulliken charge analysis, in e, for atoms 1 through 2: Rb 1.877; N -0.055